The following is a DFT calculation (ωB97M-V/def2-TZVPD) of one molecule with the formula C18H23N3O6S in a non-equilibrium geometry.

Computed properties:
energy	-1713.673367	Ha
energy relative to the best compared isomer or geometry (same formula, charge and spin)	0.2	kcal per mole
SMILES	CCOC(=O)C1CCN(S(=O)(=O)c2ccc3c(c2)NC(=O)[C@@H](C)C(=O)N3)CC1

Element x y z (Å)
C (-7.642, -1.968, 0.132)
C (-6.177, -2.094, -0.245)
H (-6.054, -2.342, -1.304)
H (-5.685, -2.868, 0.354)
O (-5.526, -0.847, 0.014)
C (-4.485, -0.519, -0.752)
O (-4.065, -1.210, -1.644)
C (-3.935, 0.842, -0.351)
H (-4.765, 1.551, -0.451)
C (-3.476, 0.826, 1.114)
C (-2.246, -0.067, 1.267)
N (-1.169, 0.356, 0.397)
S (-0.312, 1.697, 0.922)
O (-0.206, 1.605, 2.348)
O (-0.786, 2.931, 0.357)
C (1.285, 1.326, 0.201)
C (1.963, 0.224, 0.671)
C (3.208, -0.122, 0.147)
C (3.753, 0.669, -0.882)
C (3.037, 1.775, -1.346)
C (1.812, 2.112, -0.808)
H (1.256, 2.969, -1.150)
H (3.458, 2.365, -2.146)
N (4.949, 0.348, -1.515)
C (6.101, -0.175, -0.986)
O (7.045, -0.422, -1.692)
C (6.068, -0.366, 0.520)
C (5.152, -1.544, 0.804)
O (5.520, -2.624, 1.191)
N (3.821, -1.283, 0.606)
H (3.198, -1.990, 0.979)
C (7.468, -0.624, 1.065)
H (7.879, -1.515, 0.601)
H (7.428, -0.776, 2.140)
H (8.117, 0.218, 0.841)
H (5.623, 0.529, 0.971)
H (5.037, 0.654, -2.477)
H (1.513, -0.369, 1.451)
C (-1.540, 0.408, -1.002)
C (-2.778, 1.270, -1.256)
H (-2.531, 2.311, -1.044)
H (-3.068, 1.174, -2.303)
H (-0.682, 0.808, -1.547)
H (-1.726, -0.616, -1.338)
H (-1.862, -0.017, 2.287)
H (-2.487, -1.106, 1.020)
H (-3.205, 1.841, 1.411)
H (-4.282, 0.472, 1.757)
H (-8.144, -2.917, -0.035)
H (-8.122, -1.202, -0.471)
H (-7.737, -1.695, 1.179)

Atom charges from the Mulliken analysis, given in e for atoms 1 to 6: atom 1 (C): -1.183, atom 2 (C): -0.262, atom 3 (H): 0.325, atom 4 (H): 0.283, atom 5 (O): -0.228, atom 6 (C): 0.205

***

The following is a DFT calculation (ωB97M-V/def2-TZVPD) of a 10-piece molecular cluster, C34H93N5O12 overall in a non-equilibrium geometry.

Computed properties:
energy	-2527.569219	Ha
SMILES	COC[C@H](C)N.COC[C@H](C)N.COC[C@H](C)N.COCCNCCOC.COCCNCCOC.CCO.CCO.CCO.CCO.CCO

Element x y z (Å)
C (-1.761, -2.310, -22.202)
C (-1.674, -3.762, -22.703)
C (-2.495, -3.962, -23.998)
O (-3.933, -3.644, -23.952)
C (-4.653, -4.876, -23.744)
N (-0.303, -4.174, -22.948)
H (-2.768, -2.138, -21.822)
H (-1.563, -1.614, -23.018)
H (-1.004, -2.234, -21.422)
H (-2.106, -4.449, -21.974)
H (-2.362, -4.940, -24.463)
H (-2.163, -3.220, -24.726)
H (-4.224, -5.535, -22.989)
H (-4.679, -5.402, -24.700)
H (-5.600, -4.416, -23.464)
H (-0.132, -5.138, -22.699)
H (-0.007, -4.051, -23.907)
C (0.401, 2.970, -21.605)
C (1.451, 1.872, -21.724)
C (1.103, 0.438, -21.230)
O (0.583, 0.431, -19.894)
C (-0.845, 0.701, -19.779)
N (1.863, 1.760, -23.141)
H (0.088, 3.071, -20.565)
H (-0.425, 2.712, -22.269)
H (0.662, 3.998, -21.860)
H (2.294, 2.168, -21.098)
H (1.992, -0.183, -21.340)
H (0.336, -0.041, -21.844)
H (-1.245, -0.102, -19.161)
H (-1.294, 0.698, -20.773)
H (-0.992, 1.683, -19.331)
H (2.693, 1.184, -23.128)
H (1.113, 1.416, -23.724)
C (-3.813, -0.371, -30.920)
C (-3.361, 0.163, -29.567)
C (-3.054, -0.898, -28.513)
O (-4.213, -1.549, -27.985)
C (-3.844, -2.400, -26.947)
N (-2.219, 1.021, -29.771)
H (-3.139, -1.151, -31.278)
H (-3.900, 0.401, -31.685)
H (-4.775, -0.885, -30.923)
H (-4.129, 0.774, -29.088)
H (-2.562, -0.418, -27.665)
H (-2.286, -1.543, -28.946)
H (-3.029, -3.074, -27.217)
H (-4.691, -3.031, -26.677)
H (-3.582, -1.873, -26.027)
H (-1.427, 0.597, -30.238)
H (-2.611, 1.589, -30.512)
C (2.599, -3.226, -23.833)
C (3.975, -2.471, -23.771)
O (3.778, -1.121, -24.080)
H (2.644, -4.280, -23.558)
H (2.029, -3.050, -24.745)
H (1.996, -2.825, -23.018)
H (4.744, -2.955, -24.376)
H (4.287, -2.682, -22.746)
H (4.527, -0.545, -23.895)
C (0.791, -2.654, -30.591)
C (0.847, -1.402, -29.709)
O (0.472, -0.327, -30.632)
H (-0.209, -2.748, -31.016)
H (0.890, -3.554, -29.980)
H (1.551, -2.659, -31.371)
H (1.853, -1.266, -29.310)
H (0.139, -1.371, -28.881)
H (1.070, 0.425, -30.530)
C (-0.191, -5.907, -27.109)
C (0.937, -5.132, -26.474)
O (0.410, -4.002, -25.898)
H (-1.058, -6.119, -26.483)
H (0.101, -6.918, -27.397)
H (-0.559, -5.324, -27.954)
H (1.765, -4.826, -27.115)
H (1.360, -5.610, -25.589)
H (-0.161, -3.522, -26.504)
C (-0.504, 0.593, -25.245)
C (0.305, -0.340, -26.156)
O (1.773, -0.126, -26.042)
H (-0.232, 0.514, -24.194)
H (-1.556, 0.390, -25.449)
H (-0.442, 1.605, -25.647)
H (-0.112, -0.258, -27.159)
H (0.164, -1.374, -25.835)
H (2.054, -0.619, -25.266)
C (4.806, 2.117, -24.560)
C (5.285, 2.054, -23.119)
O (5.421, 0.690, -22.781)
H (3.874, 1.595, -24.781)
H (5.537, 1.583, -25.168)
H (4.614, 3.134, -24.902)
H (4.565, 2.583, -22.492)
H (6.240, 2.576, -23.051)
H (5.695, 0.681, -21.860)
C (4.298, -1.535, -33.657)
O (4.284, -0.186, -33.181)
C (3.377, -0.023, -32.055)
C (3.214, 1.445, -31.913)
N (2.379, 1.743, -30.776)
C (3.130, 2.076, -29.545)
C (2.074, 2.224, -28.473)
O (1.076, 3.215, -28.790)
C (0.268, 3.601, -27.649)
H (3.484, -1.798, -34.333)
H (4.400, -2.244, -32.834)
H (5.267, -1.630, -34.148)
H (3.605, -0.657, -31.196)
H (2.381, -0.367, -32.343)
H (2.752, 1.799, -32.835)
H (4.159, 1.990, -31.968)
H (1.866, 2.555, -31.092)
H (3.787, 2.945, -29.485)
H (3.693, 1.215, -29.183)
H (2.540, 2.622, -27.569)
H (1.574, 1.326, -28.107)
H (-0.299, 4.502, -27.889)
H (0.760, 3.991, -26.755)
H (-0.417, 2.819, -27.321)
C (-6.137, 8.899, -26.064)
O (-5.319, 7.726, -25.804)
C (-3.943, 8.022, -25.533)
C (-3.285, 6.711, -25.002)
N (-3.152, 5.628, -26.012)
C (-2.620, 4.478, -25.304)
C (-3.775, 3.564, -24.754)
O (-3.376, 2.219, -24.858)
C (-4.120, 1.474, -23.884)
H (-7.168, 8.577, -26.209)
H (-5.767, 9.438, -26.937)
H (-6.213, 9.670, -25.295)
H (-3.811, 8.722, -24.706)
H (-3.473, 8.380, -26.449)
H (-3.926, 6.463, -24.153)
H (-2.295, 6.894, -24.585)
H (-3.937, 5.420, -26.611)
H (-1.842, 4.697, -24.575)
H (-2.147, 3.830, -26.044)
H (-4.641, 3.650, -25.413)
H (-4.047, 3.881, -23.747)
H (-4.023, 0.395, -24.012)
H (-5.191, 1.557, -24.077)
H (-3.883, 1.652, -22.835)

Atom charges from the Mulliken analysis, given in e for atoms 1 to 6: atom 1 (C): -0.941, atom 2 (C): 0.321, atom 3 (C): -0.022, atom 4 (O): -0.300, atom 5 (C): -0.798, atom 6 (N): -0.349

***

The following is a DFT calculation (ωB97M-V/def2-TZVPD) of C30H38AsMnN6OSSi as an isolated structure.

Computed properties:
energy	-5644.216609	Ha
energy relative to the best compared isomer or geometry (same formula, charge and spin)	0.0	kcal per mole
2S+1	6
net charge	+1
expectation value of S²	8.756

Element x y z (Å)
Mn (-1.347, -0.260, -1.195)
N (-3.687, 0.288, -4.823)
C (-4.770, 0.667, -4.055)
C (-4.329, 0.670, -2.769)
N (-3.001, 0.303, -2.739)
C (-2.655, 0.079, -3.985)
C (-1.279, -0.316, -4.278)
N (-0.489, -0.632, -3.283)
C (0.757, -0.846, -3.823)
C (0.698, -0.666, -5.170)
N (-0.611, -0.325, -5.448)
H (-3.697, 0.156, -5.820)
H (-5.725, 0.900, -4.489)
H (-4.859, 0.925, -1.868)
H (1.606, -1.093, -3.208)
H (1.445, -0.741, -5.939)
H (-0.971, -0.090, -6.358)
C (-2.413, -3.966, -1.430)
As (-1.634, -2.628, -0.258)
C (0.105, -3.435, 0.039)
C (-2.560, -3.020, 1.401)
H (-2.333, -4.952, -0.975)
H (-1.883, -3.961, -2.381)
H (-3.461, -3.731, -1.611)
H (-0.019, -4.400, 0.529)
H (0.726, -2.780, 0.647)
H (0.587, -3.578, -0.928)
H (-2.072, -3.861, 1.890)
H (-3.592, -3.280, 1.174)
H (-2.545, -2.156, 2.063)
O (0.367, 0.180, -0.449)
Si (1.688, 0.650, 0.330)
C (1.567, 0.150, 2.141)
C (0.486, -0.613, 2.587)
C (0.394, -1.062, 3.900)
C (1.392, -0.736, 4.808)
C (2.475, 0.033, 4.394)
C (2.561, 0.462, 3.076)
C (3.188, -0.173, -0.418)
C (4.464, 0.392, -0.327)
C (5.579, -0.264, -0.836)
C (5.438, -1.500, -1.451)
C (4.180, -2.079, -1.556)
C (3.072, -1.418, -1.043)
C (1.955, 2.504, 0.261)
C (1.829, 3.337, 1.375)
C (1.967, 4.719, 1.275)
C (2.246, 5.295, 0.046)
C (2.394, 4.487, -1.076)
C (2.252, 3.111, -0.965)
H (-0.307, -0.851, 1.882)
H (-0.447, -1.668, 4.216)
H (1.333, -1.083, 5.832)
H (3.256, 0.288, 5.098)
H (3.425, 1.044, 2.770)
H (4.591, 1.365, 0.136)
H (6.558, 0.192, -0.757)
H (6.305, -2.011, -1.849)
H (4.067, -3.046, -2.032)
H (2.092, -1.880, -1.123)
H (1.659, 2.896, 2.351)
H (1.871, 5.342, 2.156)
H (2.363, 6.367, -0.038)
H (2.625, 4.933, -2.035)
H (2.376, 2.496, -1.850)
C (-1.141, 1.953, 3.815)
N (-1.478, 1.911, 2.405)
C (-2.513, 1.250, 1.891)
S (-2.814, 1.345, 0.205)
N (-3.285, 0.563, 2.739)
C (-4.503, -0.142, 2.372)
H (-0.267, 2.583, 3.942)
H (-0.891, 0.958, 4.194)
H (-1.956, 2.383, 4.401)
H (-0.886, 2.388, 1.737)
H (-3.093, 0.658, 3.723)
H (-4.421, -0.486, 1.345)
H (-5.377, 0.503, 2.456)
H (-4.624, -0.998, 3.034)

Atom charges from the Mulliken analysis, given in e for atoms 1 to 6: atom 1 (Mn): 0.811, atom 2 (N): -0.073, atom 3 (C): -0.703, atom 4 (C): -0.345, atom 5 (N): -0.011, atom 6 (C): -0.045

***

The following is a DFT calculation (ωB97M-V/def2-TZVPD) of a 2-piece molecular cluster, C3H5Cl overall in a non-equilibrium geometry.

Computed properties:
energy	-577.417479	Ha
energy relative to the best compared isomer or geometry (same formula, charge and spin)	35.0	kcal per mole
SMILES	C#CC.Cl

Element x y z (Å)
C (-0.552, 0.709, 1.521)
C (-0.260, 0.732, 0.352)
C (0.163, 0.684, -1.021)
Cl (0.881, -2.357, 0.385)
H (-0.323, -2.685, 0.309)
H (-0.637, 0.812, 2.528)
H (0.400, 1.751, -1.402)
H (1.058, -0.025, -1.070)
H (-0.730, 0.378, -1.601)

Atom charges from the Mulliken analysis, given in e for atoms 1 to 6: atom 1 (C): 0.005, atom 2 (C): -0.248, atom 3 (C): -0.977, atom 4 (Cl): -0.261, atom 5 (H): 0.238, atom 6 (H): 0.451